Here is C45H34Cl2N13O4Tl as an isolated structure in a non-equilibrium geometry from the OMol25 dataset. Energies are from ωB97M-V/def2-TZVPD.

Values from the calculation:
**ΔE to the lowest compared entry with this formula, charge and spin**: 1.896 eV
**HOMO-LUMO gap (spin up / spin down)**: 6.24 / 4.87 eV
**Electronic energy**: -3840.37829 hartree
**Total charge**: +2
**M**: 1096.1 g/mol
**F_max**: 0.0237 Eh/bohr

Atoms and positions in Å:
Tl 0.68416 0.36627 0.97678
N -1.48527 -2.17642 2.54723
C -1.71605 -1.07874 3.27828
N -2.55680 -1.18030 4.29818
C -2.77473 -0.05355 4.97429
N -3.60650 -0.09184 6.01380
N -2.21187 1.14218 4.68235
C -1.37802 1.12922 3.66807
N -1.07118 0.06095 2.92755
C -0.73018 2.43219 3.33211
C -1.25428 3.61571 3.83430
C -0.61969 4.80628 3.51993
C 0.51520 4.77573 2.72723
C 0.96092 3.55184 2.25718
N 0.35088 2.40748 2.55360
H -2.00682 -3.00513 2.77392
H -0.95575 -2.11059 1.68854
H -4.04287 -0.95821 6.27524
H -3.77470 0.74399 6.54500
H -2.13686 3.57843 4.45418
H -1.00720 5.74587 3.89026
H 1.04610 5.68067 2.46806
H 1.82791 3.48309 1.61282
C -5.38945 0.01375 0.61810
C -5.28929 -0.94666 -0.29761
C -4.01919 -1.18958 -1.04147
C -2.80113 -0.55359 -0.41543
C -3.02711 0.58970 0.46228
C -4.24338 0.85003 0.95315
N -1.57989 -0.93095 -0.53001
N -1.14816 -1.99053 -1.28117
C 0.06892 -2.55822 -0.86631
C 0.71374 -3.54588 -1.62014
C 1.80075 -4.19156 -1.07060
C 2.25146 -3.84833 0.20001
C 1.59824 -2.82552 0.84327
N 0.52936 -2.19548 0.32994
H -6.33415 0.19893 1.11070
H -6.14224 -1.54212 -0.59422
H -3.86216 -2.24545 -1.22948
H -2.16503 1.18419 0.73744
H -4.38756 1.68251 1.62956
H 0.37825 -3.80965 -2.61120
H 2.29532 -4.97121 -1.63484
H 3.08025 -4.35939 0.66715
H 1.92717 -2.46910 1.81300
O 8.55625 1.44074 1.77611
N 7.65162 1.61540 0.99534
O 7.74599 2.16870 -0.08046
C 6.30922 1.14504 1.40132
C 6.07269 1.10270 2.72613
C 4.78643 0.72918 3.22269
C 4.48673 0.67490 4.59513
C 3.22270 0.32006 4.99420
C 2.27185 0.01977 4.01206
N 2.54298 0.05448 2.72182
C 3.77073 0.40773 2.31673
C 4.03978 0.41816 0.89626
N 3.03047 0.06145 0.07860
C 3.26035 -0.03300 -1.21305
C 4.50480 0.26137 -1.77810
C 5.52281 0.69727 -0.96960
C 5.31411 0.77745 0.42245
H 6.85987 1.36605 3.41961
H 5.25541 0.91243 5.31988
H 2.95637 0.26157 6.03979
H 1.26016 -0.26013 4.28575
H 2.42589 -0.33807 -1.83252
H 4.65149 0.16997 -2.84490
H 6.47022 0.98870 -1.39307
Cl -4.26890 -0.45528 -2.70795
C -1.72563 -2.53394 -2.48145
C -2.29751 -3.78794 -2.42659
C -2.63274 -4.47233 -3.58967
C -2.28190 -3.93725 -4.81413
C -1.71147 -2.67472 -4.88253
Cl -1.00915 -2.19018 -6.38642
C -1.55277 -1.89309 -3.72984
N -1.21602 -0.54980 -3.69376
C -1.60628 0.47276 -4.45300
C -2.43901 0.33466 -5.59565
C -2.61566 1.38916 -6.44202
C -1.99502 2.61954 -6.16889
C -1.33282 2.81360 -4.96146
C -1.18817 1.79277 -4.04090
C -0.87648 2.15770 -2.61676
C 0.31166 1.56986 -1.82519
O 0.72848 2.26238 -0.87874
O 0.69015 0.38538 -2.04748
H -2.43705 -4.25395 -1.45890
H -3.09286 -5.44892 -3.53106
H -2.41140 -4.50663 -5.72428
H -0.53391 -0.26251 -2.92556
H -2.93101 -0.60419 -5.79244
H -3.22946 1.27416 -7.32457
H -2.10234 3.44225 -6.86276
H -0.98282 3.80228 -4.69484
H -1.73258 1.84299 -2.00194
H -0.80740 3.23830 -2.52438

Atom charges from the Mulliken analysis, given in e for atoms 1 to 8: number 1, Tl, carries 1.633; number 2, N, carries -0.105; number 3, C, carries 0.139; number 4, N, carries -0.793; number 5, C, carries 0.155; number 6, N, carries -0.329; number 7, N, carries -0.821; number 8, C, carries 0.447



Here is C45H34ClN5O8PReS2 as an isolated structure from the OMol25 dataset. Energies are from ωB97M-V/def2-TZVPD.

Values from the calculation:
**ΔE to the lowest compared entry with this formula, charge and spin**: 0.000 eV
**HOMO-LUMO gap**: 7.01 eV
**Electronic energy**: -4287.21659 hartree
**Total charge**: 0
**M**: 1089.6 g/mol
**F_max**: 0.0071 Eh/bohr

Atoms and positions in Å:
Re -0.44186 0.29971 -0.28995
O -4.12996 3.39780 3.03526
C -2.91170 3.85425 3.25959
O -2.70916 4.83526 3.93060
C -1.78578 3.14812 2.57991
C -0.45155 3.48340 2.69849
Cl 0.30497 4.68467 3.62248
N 0.27645 2.67994 1.88770
N -0.53900 1.84718 1.21210
C -1.77308 2.10787 1.62985
C -2.86969 1.29712 1.01424
O -4.02519 1.38019 1.41446
O -2.49005 0.54559 0.03668
C 1.70445 2.67630 1.75879
C 2.28465 3.08216 0.57186
C 3.66758 3.09142 0.46021
C 4.45151 2.71184 1.53785
C 3.85586 2.33647 2.73502
C 2.47664 2.32021 2.85336
H -4.14070 2.61396 2.41580
H 1.65935 3.38594 -0.25350
H 4.12548 3.40265 -0.46979
H 5.53060 2.71993 1.45169
H 4.46756 2.05378 3.58217
H 1.99037 2.02677 3.77216
O 1.81401 -0.06546 -0.52635
C 1.17454 0.76118 -1.21168
C 1.58713 1.65803 -2.29975
C 2.87536 1.84959 -2.77335
C 3.07724 2.79094 -3.77225
C 2.01037 3.53427 -4.26935
C 0.71827 3.33300 -3.79479
C 0.50308 2.37282 -2.81627
P -1.04964 1.84251 -2.00516
C -1.81987 3.38009 -1.41439
C -1.03722 4.42338 -0.92303
C -1.62228 5.48371 -0.24920
C -2.99884 5.51388 -0.06062
C -3.78852 4.49630 -0.57736
C -3.20364 3.43488 -1.25603
C -2.16915 1.24281 -3.31827
C -2.21242 1.81162 -4.58824
C -3.07725 1.31206 -5.55028
C -3.91144 0.24291 -5.25049
C -3.88376 -0.32052 -3.98372
C -3.02022 0.17803 -3.01555
H 3.69547 1.27873 -2.35624
H 4.07350 2.95748 -4.16219
H 2.18727 4.28161 -5.03228
H -0.09798 3.93379 -4.17627
H 0.03787 4.41258 -1.06409
H -1.00222 6.28055 0.14252
H -3.45260 6.32530 0.49333
H -4.86066 4.51129 -0.43137
H -3.82595 2.63409 -1.63077
H -1.56518 2.64270 -4.84029
H -3.10104 1.75968 -6.53607
H -4.58848 -0.14239 -6.00240
H -4.53369 -1.15150 -3.74093
H -3.00676 -0.25872 -2.02829
O -2.78011 -4.62561 0.25924
C -2.55233 -4.22563 1.52033
C -3.05111 -5.02836 2.54669
C -2.85057 -4.67633 3.86627
C -2.14759 -3.51846 4.19643
C -1.65397 -2.71943 3.18608
C -1.84894 -3.05371 1.84307
C -1.29613 -2.14846 0.82022
O -0.73869 -1.05684 1.22886
N -1.38391 -2.48775 -0.44264
N -0.79041 -1.53367 -1.27956
C -0.60544 -1.96320 -2.47573
S 0.20926 -1.02059 -3.69840
C -0.60299 -1.89393 -5.05937
C -0.60964 -3.36681 -4.69691
S -1.19407 -3.53362 -2.98683
H -2.36704 -3.96722 -0.33899
H -3.59510 -5.92350 2.27531
H -3.24707 -5.31045 4.64976
H -1.99328 -3.24653 5.23216
H -1.10047 -1.81363 3.40364
H -0.03209 -1.70024 -5.96690
H -1.61520 -1.50422 -5.17611
H 0.38991 -3.79108 -4.78104
H -1.29224 -3.93198 -5.33117
O 1.03450 -0.10961 3.26698
N 2.12558 -0.75206 3.44082
C 2.56690 -1.05088 4.69003
C 3.74069 -1.74445 4.88325
C 4.49811 -2.14962 3.79456
C 4.03402 -1.83769 2.52699
C 2.85524 -1.14371 2.36370
H 1.91398 -0.70768 5.47731
H 4.04875 -1.96252 5.89629
H 5.41956 -2.69736 3.93157
H 4.57940 -2.13095 1.64051
H 2.42697 -0.85815 1.41517

Atom charges from the Mulliken analysis, given in e for atoms 1 to 8: number 1, Re, carries 1.222; number 2, O, carries -0.616; number 3, C, carries 0.142; number 4, O, carries -0.613; number 5, C, carries 0.818; number 6, C, carries 0.130; number 7, Cl, carries -0.151; number 8, N, carries 0.283



The lowest total charge belongs to which entry? C45H34ClN5O8PReS2